DFT (the ωB97M-V functional and the def2-TZVPD basis) results for a cluster of 14 separate species, C72H162Cl2N18O12 in total at a distorted geometry.

CARTESIAN COORDINATES (ANGSTROEM)
C: -18.223 -17.009 -11.886
C: -18.990 -18.276 -12.191
N: -18.589 -18.786 -13.467
C: -17.502 -19.616 -13.707
C: -17.573 -19.949 -15.027
N: -18.716 -19.411 -15.619
C: -19.320 -18.636 -14.648
C: -19.057 -19.416 -17.023
H: -17.158 -16.969 -12.112
H: -18.293 -16.721 -10.837
H: -18.475 -16.049 -12.336
H: -20.053 -18.044 -12.252
H: -18.797 -19.002 -11.401
H: -16.881 -19.836 -12.851
H: -17.057 -20.738 -15.553
H: -20.207 -18.042 -14.814
H: -18.233 -18.824 -17.423
H: -20.058 -19.022 -17.201
H: -18.992 -20.365 -17.555
C: -21.528 -26.985 -20.733
C: -22.096 -25.707 -20.016
N: -21.044 -24.647 -20.073
C: -20.987 -23.554 -20.900
C: -19.784 -22.906 -20.699
N: -19.172 -23.541 -19.594
C: -19.966 -24.593 -19.190
C: -17.809 -23.242 -19.103
H: -21.487 -26.890 -21.818
H: -22.144 -27.849 -20.483
H: -20.508 -27.258 -20.464
H: -22.212 -25.834 -18.939
H: -23.038 -25.285 -20.363
H: -21.743 -23.337 -21.640
H: -19.356 -22.031 -21.165
H: -19.725 -25.256 -18.372
H: -17.171 -24.125 -19.066
H: -17.805 -22.638 -18.196
H: -17.293 -22.702 -19.898
C: -18.828 -35.600 -6.773
C: -18.545 -34.140 -6.713
N: -17.563 -33.877 -7.792
C: -16.228 -34.198 -7.811
C: -15.690 -33.806 -9.028
N: -16.757 -33.407 -9.833
C: -17.866 -33.457 -9.052
C: -16.774 -33.016 -11.225
H: -19.398 -35.746 -7.691
H: -19.461 -36.017 -5.991
H: -17.899 -36.170 -6.760
H: -17.992 -33.967 -5.790
H: -19.393 -33.463 -6.818
H: -15.814 -34.535 -6.872
H: -14.673 -33.789 -9.390
H: -18.835 -33.288 -9.499
H: -16.848 -31.929 -11.263
H: -17.598 -33.459 -11.783
H: -15.825 -33.412 -11.588
C: -25.259 -23.712 -9.452
C: -24.524 -25.059 -9.734
N: -24.103 -25.114 -11.107
C: -24.874 -25.567 -12.208
C: -24.253 -25.196 -13.290
N: -23.098 -24.573 -12.993
C: -22.988 -24.482 -11.606
C: -22.185 -24.151 -13.943
H: -24.552 -22.884 -9.405
H: -25.765 -23.836 -8.495
H: -26.107 -23.393 -10.059
H: -25.101 -25.957 -9.510
H: -23.605 -25.203 -9.165
H: -25.781 -26.106 -11.974
H: -24.502 -25.332 -14.332
H: -22.267 -23.991 -10.969
H: -21.195 -24.580 -13.789
H: -21.993 -23.079 -13.896
H: -22.477 -24.309 -14.981
C: -14.508 -30.997 -14.289
C: -13.477 -29.878 -14.096
N: -13.072 -29.131 -15.268
C: -12.468 -27.861 -15.304
C: -12.356 -27.470 -16.624
N: -12.920 -28.407 -17.390
C: -13.239 -29.505 -16.608
C: -13.086 -28.412 -18.832
H: -15.395 -30.766 -14.878
H: -14.892 -31.314 -13.319
H: -14.044 -31.818 -14.834
H: -12.555 -30.109 -13.562
H: -13.848 -29.124 -13.402
H: -12.197 -27.266 -14.445
H: -12.043 -26.564 -17.123
H: -13.428 -30.469 -17.057
H: -14.018 -27.906 -19.086
H: -13.104 -29.450 -19.163
H: -12.332 -27.817 -19.347
C: -9.898 -22.620 -13.764
C: -10.919 -23.735 -14.107
N: -10.250 -24.984 -14.515
C: -9.942 -26.019 -13.644
C: -9.094 -26.916 -14.297
N: -8.886 -26.446 -15.568
C: -9.620 -25.287 -15.756
C: -7.966 -27.004 -16.626
H: -9.116 -22.966 -13.088
H: -10.406 -21.822 -13.222
H: -9.327 -22.279 -14.628
H: -11.627 -23.368 -14.850
H: -11.614 -23.972 -13.301
H: -10.395 -25.999 -12.664
H: -8.602 -27.825 -13.984
H: -9.514 -24.603 -16.586
H: -8.514 -27.876 -16.985
H: -6.967 -27.198 -16.237
H: -7.852 -26.290 -17.441
C: -16.395 -26.566 -8.560
O: -15.817 -27.588 -7.773
C: -15.429 -28.747 -8.559
C: -15.257 -30.051 -7.747
N: -16.437 -30.395 -6.786
H: -17.299 -30.249 -7.292
H: -16.409 -31.382 -6.576
C: -16.438 -29.690 -5.432
C: -17.766 -29.935 -4.853
O: -18.199 -31.276 -4.926
C: -19.386 -31.523 -4.192
H: -16.560 -25.733 -7.876
H: -17.403 -26.908 -8.797
H: -15.791 -26.255 -9.412
H: -14.397 -28.611 -8.882
H: -16.038 -29.024 -9.420
H: -14.304 -30.097 -7.219
H: -15.227 -30.855 -8.482
H: -16.158 -28.647 -5.586
H: -15.647 -30.146 -4.836
H: -18.570 -29.423 -5.383
H: -17.772 -29.402 -3.902
H: -20.190 -30.800 -4.327
H: -19.212 -31.653 -3.123
H: -19.734 -32.489 -4.556
C: -24.156 -36.481 -13.580
O: -23.765 -35.101 -13.659
C: -24.318 -34.303 -12.636
C: -23.915 -32.850 -12.704
N: -22.375 -32.848 -12.687
H: -21.985 -33.734 -12.396
H: -22.084 -32.795 -13.653
C: -21.704 -31.644 -12.027
C: -20.181 -31.534 -12.299
O: -20.024 -31.767 -13.697
C: -18.733 -31.836 -14.152
H: -23.681 -36.877 -12.682
H: -23.885 -36.998 -14.500
H: -25.234 -36.576 -13.449
H: -23.818 -34.852 -11.838
H: -25.406 -34.366 -12.610
H: -24.368 -32.473 -11.787
H: -24.236 -32.426 -13.655
H: -21.968 -31.739 -10.974
H: -22.294 -30.869 -12.516
H: -19.586 -32.264 -11.751
H: -19.803 -30.548 -12.030
H: -18.240 -32.655 -13.628
H: -18.267 -30.880 -13.910
H: -18.649 -32.099 -15.206
C: -16.605 -28.572 -12.089
O: -16.638 -28.630 -13.531
C: -17.750 -28.122 -14.231
C: -17.795 -26.527 -14.070
N: -16.997 -25.822 -15.131
H: -17.192 -26.270 -16.015
H: -17.183 -24.836 -15.250
C: -15.463 -25.851 -14.934
C: -14.806 -24.890 -15.979
O: -15.441 -23.676 -16.024
C: -14.882 -22.688 -16.885
H: -15.785 -29.216 -11.770
H: -17.461 -29.066 -11.630
H: -16.350 -27.620 -11.621
H: -18.666 -28.583 -13.863
H: -17.598 -28.345 -15.287
H: -17.488 -26.188 -13.080
H: -18.766 -26.034 -14.120
H: -15.230 -26.883 -15.194
H: -15.227 -25.478 -13.938
H: -15.008 -25.517 -16.848
H: -13.728 -24.821 -15.836
H: -14.931 -22.963 -17.938
H: -13.805 -22.647 -16.722
H: -15.380 -21.748 -16.646
C: -17.437 -30.534 -17.948
O: -16.750 -31.609 -18.504
C: -16.112 -32.422 -17.480
C: -15.418 -33.629 -18.096
N: -14.647 -33.296 -19.349
H: -15.217 -32.782 -20.005
H: -13.896 -32.692 -19.046
C: -14.054 -34.498 -20.096
C: -15.152 -35.453 -20.692
O: -16.000 -34.657 -21.558
C: -16.994 -35.519 -22.086
H: -18.013 -30.973 -17.134
H: -18.042 -30.030 -18.702
H: -16.754 -29.864 -17.424
H: -16.806 -32.589 -16.656
H: -15.233 -31.899 -17.104
H: -16.073 -34.445 -18.401
H: -14.703 -34.103 -17.424
H: -13.458 -35.050 -19.369
H: -13.322 -34.102 -20.799
H: -15.530 -36.095 -19.897
H: -14.693 -36.202 -21.338
H: -17.876 -35.512 -21.446
H: -16.578 -36.518 -22.214
H: -17.323 -35.156 -23.061
C: -21.346 -27.830 -13.399
O: -20.833 -28.292 -14.592
C: -20.834 -27.438 -15.757
C: -20.792 -28.332 -16.985
N: -21.895 -29.442 -16.887
H: -21.627 -30.103 -17.602
H: -21.822 -29.945 -16.014
C: -23.352 -29.010 -17.084
C: -24.125 -28.497 -15.775
O: -23.887 -29.365 -14.674
C: -24.827 -29.330 -13.622
H: -21.358 -28.695 -12.735
H: -22.322 -27.391 -13.604
H: -20.630 -27.156 -12.929
H: -20.074 -26.657 -15.768
H: -21.784 -26.904 -15.785
H: -19.803 -28.767 -17.129
H: -20.913 -27.752 -17.900
H: -23.766 -29.981 -17.355
H: -23.365 -28.262 -17.877
H: -25.189 -28.299 -15.901
H: -23.713 -27.516 -15.539
H: -25.825 -29.566 -13.992
H: -24.844 -28.365 -13.116
H: -24.590 -30.062 -12.849
C: -14.698 -22.127 -12.596
O: -16.071 -21.970 -12.243
C: -16.922 -22.931 -12.781
C: -18.391 -22.731 -12.298
N: -18.571 -22.737 -10.735
H: -19.543 -22.560 -10.524
H: -18.557 -23.704 -10.441
C: -17.579 -22.060 -9.788
C: -18.174 -22.105 -8.378
O: -18.298 -23.487 -7.993
C: -19.338 -23.691 -7.055
H: -14.015 -21.480 -12.047
H: -14.582 -21.921 -13.661
H: -14.421 -23.174 -12.474
H: -16.598 -23.907 -12.420
H: -16.774 -22.842 -13.857
H: -18.990 -23.532 -12.731
H: -18.810 -21.780 -12.627
H: -17.384 -21.028 -10.080
H: -16.687 -22.662 -9.958
H: -19.097 -21.558 -8.185
H: -17.370 -21.677 -7.780
H: -20.252 -23.299 -7.501
H: -19.144 -23.145 -6.132
H: -19.503 -24.734 -6.781
Cl: -19.190 -23.119 -15.540
Cl: -17.218 -27.004 -18.201

Summary:
total charge: +10
HOMO level: -23.910 eV
largest force on an atom: 4.5 eV Å⁻¹
E: -153594.045 eV
ΔE to the lowest compared entry with this formula, charge and spin: 33.50 kcal per mole